Entry 1:
DFT (wB97M-V/def2-TZVPD) results for C5H9NO in the gas phase in a non-equilibrium geometry.

Last column: Löwdin charge in e.
Geometry (Å):
C1 -1.547 -1.284 -0.138  -0.069
C2 -0.597 -0.206 -0.636  -0.305
C3 -0.724 1.298 -0.191  -0.114
C4 0.823 1.388 -0.002  -0.079
C5 0.780 -0.121 -0.058  -0.322
N1 1.450 -1.056 0.455  0.049
O1 2.598 -0.559 1.066  -0.061
H1 -2.546 -1.185 -0.583  0.075
H2 -1.641 -1.224 0.949  0.078
H3 -1.172 -2.286 -0.384  0.077
H4 -0.534 -0.272 -1.743  0.148
H5 -1.220 1.757 -1.027  0.094
H6 -1.236 1.469 0.770  0.117
H7 1.208 1.798 0.940  0.111
H8 1.363 1.845 -0.837  0.115
H9 2.995 -1.363 1.417  0.086

Its frontier orbital gap is 10.47 eV. The SMILES is C[C@H]1CC/C1=N\O. The value obtained for the relative energy (zero: lowest compared OMol25 entry of this formula, charge and spin) is 71.2 kcal per mole.

---

Entry 2:
DFT (wB97M-V/def2-TZVPD) results for a molecular structure, C23H18Co2N2O8S in a non-equilibrium geometry.

Last column: Löwdin charge in e.
Geometry (Å):
O1 0.697 -0.832 2.859  0.091
C1 0.822 -0.942 1.712  -0.149
Co1 0.916 -0.921 -0.016  0.045
C2 2.570 -0.479 -0.399  -0.156
O2 3.595 -0.031 -0.687  0.086
C3 0.575 -2.530 -0.648  -0.158
O3 0.289 -3.527 -1.153  0.078
C4 0.047 0.864 -0.022  -0.288
C5 1.035 1.974 0.162  -0.217
C6 1.675 2.086 1.405  -0.051
C7 2.790 2.912 1.525  -0.095
C8 3.261 3.645 0.425  -0.125
C9 2.642 3.495 -0.825  -0.109
C10 1.486 2.715 -0.955  -0.049
C11 -0.332 0.375 -1.337  -0.383
C12 0.111 0.365 -2.636  0.007
Co2 -1.742 0.375 -0.182  -0.005
C13 -2.177 0.592 1.551  -0.118
O4 -2.266 0.777 2.692  0.105
C14 -2.566 -1.239 -0.523  -0.097
O5 -2.944 -2.306 -0.781  0.083
C15 -2.837 1.573 -1.013  -0.113
O6 -3.378 2.417 -1.611  0.057
H1 1.304 1.494 2.254  0.107
H2 3.284 2.971 2.497  0.097
H3 4.123 4.317 0.544  0.085
H4 3.045 4.008 -1.704  0.089
H5 0.999 2.637 -1.940  0.097
H6 -0.689 0.242 -3.377  0.049
H7 1.120 0.777 -2.827  0.052
C16 -3.528 -2.867 7.273  -0.091
C17 -2.508 -3.985 7.216  -0.270
N1 -1.148 -3.510 6.959  -0.021
C18 -0.856 -3.216 5.590  -0.452
O7 -1.705 -3.489 4.711  -0.033
C19 0.388 -2.611 5.318  0.031
C20 1.297 -2.277 6.344  -0.455
O8 2.393 -1.704 6.150  -0.040
N2 0.917 -2.610 7.681  -0.022
C21 1.809 -2.095 8.722  -0.270
C22 1.565 -0.634 9.038  -0.093
C23 -0.324 -3.139 8.016  -0.681
S1 -0.807 -3.313 9.612  0.592
H8 -4.527 -3.299 7.389  0.065
H9 -3.321 -2.211 8.126  0.056
H10 -3.511 -2.308 6.330  0.075
H11 -2.442 -4.498 8.180  0.048
H12 -2.756 -4.681 6.401  0.113
H13 0.642 -2.372 4.292  0.076
H14 1.605 -2.718 9.598  0.049
H15 2.835 -2.232 8.352  0.113
H16 2.326 -0.285 9.743  0.065
H17 1.662 -0.043 8.120  0.075
H18 0.574 -0.502 9.487  0.057

Its frontier orbital gap is 5.99 eV. Its total charge is -2. The value obtained for the relative energy (zero: lowest compared OMol25 entry of this formula, charge and spin) is 0.0 kcal per mole.

---

Entry 3:
DFT (wB97M-V/def2-TZVPD) results for a molecular structure, C52H35GaI4N6O3 in a non-equilibrium geometry.

Last column: Löwdin charge in e.
Geometry (Å):
Ga1 0.482 0.177 -0.046  0.586
I1 5.212 -4.048 7.337  0.827
C1 4.314 -3.107 5.662  -0.712
C2 5.098 -2.793 4.569  -0.146
C3 4.522 -2.187 3.455  -0.024
C4 3.172 -1.864 3.473  -0.211
C5 2.390 -2.164 4.597  0.006
C6 2.962 -2.796 5.706  -0.135
C7 2.564 -1.191 2.292  -0.070
C8 2.205 -1.976 1.225  -0.219
C9 2.596 -3.336 1.057  0.018
C10 2.382 -3.677 -0.229  0.029
C11 1.771 -2.520 -0.840  -0.189
C12 1.438 -2.380 -2.213  -0.068
C13 2.026 -3.349 -3.167  -0.222
C14 3.138 -2.947 -3.903  -0.015
C15 3.765 -3.815 -4.798  -0.148
C16 3.264 -5.098 -4.974  -0.722
I2 4.236 -6.353 -6.356  0.840
C17 2.145 -5.523 -4.245  -0.129
C18 1.550 -4.641 -3.344  -0.034
C19 0.762 -1.280 -2.701  -0.199
N1 0.359 -0.166 -2.006  0.103
C20 -0.455 0.539 -2.870  -0.205
C21 -1.197 1.673 -2.589  -0.080
C22 -2.254 2.110 -3.535  -0.217
C23 -3.559 1.756 -3.242  -0.004
C24 -4.587 2.088 -4.125  -0.142
C25 -4.297 2.802 -5.273  -0.747
I3 -5.879 3.324 -6.532  0.860
C26 -3.003 3.207 -5.544  -0.148
C27 -1.992 2.866 -4.668  -0.033
C28 -1.051 2.397 -1.396  -0.211
C29 -1.640 3.673 -1.103  0.028
C30 -0.957 4.154 -0.035  0.029
C31 -0.004 3.155 0.365  -0.212
N2 -0.128 2.063 -0.452  0.108
C32 0.948 3.264 1.345  -0.062
C33 1.752 2.220 1.817  -0.203
C34 2.586 2.311 2.964  0.029
C35 2.995 1.043 3.258  0.038
C36 2.396 0.198 2.286  -0.226
N3 1.663 0.924 1.392  0.110
C37 1.153 4.587 2.005  -0.210
C38 1.936 5.582 1.413  -0.012
C39 2.167 6.796 2.065  -0.140
C40 1.569 7.031 3.295  -0.721
I4 1.871 8.861 4.299  0.839
C41 0.761 6.062 3.877  -0.148
C42 0.571 4.840 3.255  -0.024
C43 -0.500 -0.128 -4.158  0.028
C44 0.285 -1.203 -4.073  0.024
N4 1.625 -1.526 0.068  0.110
H1 6.129 -3.083 4.594  0.084
H2 5.126 -1.945 2.576  0.134
H3 1.329 -1.887 4.568  0.122
H4 2.367 -3.043 6.579  0.095
H5 3.018 -3.968 1.819  0.121
H6 2.568 -4.612 -0.752  0.118
H7 3.536 -1.945 -3.793  0.128
H8 4.638 -3.497 -5.347  0.088
H9 1.711 -6.507 -4.379  0.098
H10 0.676 -4.963 -2.774  0.129
H11 -3.742 1.144 -2.354  0.112
H12 -5.617 1.761 -3.928  0.099
H13 -2.776 3.788 -6.447  0.104
H14 -0.956 3.145 -4.902  0.133
H15 -2.395 4.161 -1.702  0.121
H16 -1.061 5.118 0.439  0.120
H17 2.813 3.212 3.491  0.113
H18 3.610 0.682 4.041  0.111
H19 2.415 5.390 0.440  0.133
H20 2.822 7.488 1.581  0.090
H21 0.293 6.280 4.837  0.095
H22 -0.050 4.075 3.708  0.130
H23 -1.091 0.210 -5.018  0.129
H24 0.513 -1.974 -4.807  0.126
C45 -2.832 -3.682 0.429  -0.074
C46 -3.935 -2.694 0.120  -0.161
C47 -3.648 -1.282 0.723  -0.290
C48 -4.789 -0.304 0.333  -0.173
C49 -4.504 1.135 0.705  -0.066
C50 -3.687 -1.348 2.239  -0.412
O1 -4.658 -1.710 2.867  0.104
N5 -2.497 -0.993 2.863  0.218
C51 -1.302 -0.593 2.271  -0.502
O2 -0.346 -0.423 2.998  0.079
N6 -1.254 -0.459 0.907  0.160
C52 -2.348 -0.743 0.111  -0.422
O3 -2.275 -0.601 -1.097  0.080
H25 -3.061 -4.625 -0.050  0.073
H26 -2.690 -3.861 1.479  0.075
H27 -1.878 -3.329 -0.018  0.086
H28 -4.885 -3.055 0.524  0.126
H29 -3.997 -2.537 -0.960  0.121
H30 -5.688 -0.672 0.848  0.126
H31 -4.949 -0.430 -0.734  0.110
H32 -4.382 1.200 1.779  0.079
H33 -5.323 1.813 0.458  0.083
H34 -3.614 1.526 0.212  0.065
H35 -2.455 -0.997 3.865  0.157

Its frontier orbital gap is 5.85 eV. The value obtained for the relative energy (zero: lowest compared OMol25 entry of this formula, charge and spin) is 0.0 kcal per mole.